{
  "formula": "C15H35BCl24N3O",
  "method": "ωB97M-V/def2-TZVPD",
  "e_lumo_ev": 1.70,
  "charge": -1,
  "orbital_gap_ha": 0.157,
  "total_energy_ha": -11901.517670,
  "elements": ["C", "C", "C", "N", "N", "B", "N", "O", "H", "H", "H", "H", "H", "H", "H", "H", "H", "H", "H", "C", "Cl", "Cl", "H", "H", "C", "Cl", "Cl", "H", "H", "C", "Cl", "Cl", "H", "H", "C", "Cl", "Cl", "H", "H", "C", "Cl", "Cl", "H", "H", "C", "Cl", "Cl", "H", "H", "C", "Cl", "Cl", "H", "H", "C", "Cl", "Cl", "H", "H", "C", "Cl", "Cl", "H", "H", "C", "Cl", "Cl", "H", "H", "C", "Cl", "Cl", "H", "H", "C", "Cl", "Cl", "H", "H"],
  "xyz": [[2.3692, 2.6210, 0.9308], [3.1703, 3.8192, 0.4274], [2.3136, 5.1033, 0.2206], [0.9478, 5.0219, 0.6910], [-0.0231, 5.2303, -0.3717], [-0.8497, 4.1070, -0.4287], [-1.8296, 3.7383, 0.6207], [-0.9284, 3.1992, -1.5620], [1.5146, 2.4387, 0.2782], [2.9932, 1.7260, 0.9768], [1.9762, 2.8188, 1.9306], [3.6113, 3.5506, -0.5383], [4.0055, 4.0167, 1.1078], [2.8350, 5.9483, 0.6975], [2.2700, 5.3050, -0.8522], [0.8160, 5.6770, 1.4545], [-1.8381, 2.7806, 0.9435], [-1.8026, 4.3690, 1.4060], [-0.7986, 2.3014, -1.2681], [3.1224, -0.5773, -2.1097], [3.7089, 0.9877, -2.6845], [2.0359, -0.4241, -0.7307], [2.5825, -1.0585, -2.9165], [3.9738, -1.1725, -1.8002], [0.6523, -4.0751, -0.7273], [1.7199, -4.4132, 0.6314], [1.5634, -3.6860, -2.1908], [0.0432, -4.9515, -0.9113], [0.0388, -3.2128, -0.4902], [3.8286, -2.0208, 2.7706], [3.1083, -0.4197, 2.9568], [4.8683, -2.1400, 1.3427], [4.4357, -2.2278, 3.6437], [3.0300, -2.7452, 2.6655], [4.0089, -6.1666, -3.2828], [5.0716, -6.4662, -1.9033], [4.9053, -5.7294, -4.7470], [3.4532, -7.0731, -3.4876], [3.3501, -5.3457, -3.0298], [-0.6602, -3.9294, 3.8411], [0.2648, -2.6417, 3.0691], [-0.6798, -5.4304, 2.8948], [-0.2095, -4.1468, 4.8013], [-1.6815, -3.5885, 3.9574], [9.1425, -2.2794, 1.1096], [8.4523, -2.9703, 2.5851], [7.9813, -2.1768, -0.2147], [9.4875, -1.2780, 1.3349], [9.9601, -2.9155, 0.7944], [-0.2907, -1.7028, -5.5312], [0.8457, -3.0670, -5.5112], [-1.1844, -1.5541, -4.0199], [0.2698, -0.7899, -5.6916], [-0.9974, -1.8780, -6.3324], [-1.9873, 7.4821, 0.9373], [-3.3305, 8.5654, 1.3999], [-1.2392, 6.6947, 2.3118], [-2.3742, 6.7100, 0.2831], [-1.2344, 8.0713, 0.4320], [-4.1693, 0.8385, 1.7109], [-2.6943, 0.0723, 1.1314], [-5.2936, -0.3214, 2.4550], [-3.8999, 1.5773, 2.4551], [-4.6687, 1.3030, 0.8706], [-2.0872, -4.6171, -7.4712], [-1.4582, -3.4076, -8.6011], [-3.3476, -3.9691, -6.4161], [-2.5105, -5.4267, -8.0523], [-1.2664, -4.9583, -6.8512], [-8.5556, 2.1115, 1.7140], [-7.1592, 2.8576, 0.9288], [-8.7037, 0.3840, 1.3632], [-8.4493, 2.2289, 2.7848], [-9.4474, 2.6054, 1.3488], [-7.2697, 0.1631, 5.6792], [-8.5490, 1.3729, 5.4838], [-7.9024, -1.4062, 6.1892], [-6.7724, 0.0423, 4.7248], [-6.5848, 0.5199, 6.4379]],
  "forces_ev_per_a": [[0.11, 0.18, 0.17], [-0.19, -0.12, -0.14], [0.18, 0.03, -0.09], [-0.22, 0.00, 0.55], [0.17, 0.17, -0.45], [-0.30, -0.47, -0.10], [0.21, -0.03, 0.17], [0.26, 0.64, -0.14], [0.03, -0.04, 0.04], [0.01, 0.02, -0.08], [-0.07, -0.02, -0.06], [0.11, -0.01, 0.06], [-0.02, -0.02, 0.02], [0.01, -0.02, -0.04], [-0.08, 0.13, 0.06], [0.03, 0.15, -0.25], [-0.19, -0.09, -0.07], [0.19, -0.13, 0.20], [-0.23, -0.35, 0.09], [0.03, -0.09, -0.04], [0.00, 0.01, 0.01], [-0.12, -0.06, 0.04], [-0.01, 0.02, -0.01], [0.01, 0.01, 0.01], [-0.03, 0.16, 0.10], [0.24, -0.14, -0.14], [-0.09, -0.08, -0.11], [0.03, -0.01, -0.06], [0.04, 0.02, 0.06], [-0.03, -0.02, -0.01], [0.01, -0.04, -0.02], [-0.01, 0.02, 0.04], [0.03, 0.01, -0.01], [-0.01, 0.01, -0.02], [0.00, 0.01, 0.00], [0.01, 0.00, 0.00], [0.00, 0.00, 0.00], [0.00, -0.01, 0.00], [0.03, -0.04, 0.00], [-0.04, 0.01, 0.00], [-0.12, 0.12, 0.13], [-0.09, 0.01, 0.10], [0.02, -0.01, 0.00], [-0.02, -0.02, -0.04], [0.05, 0.03, -0.01], [-0.01, -0.01, 0.00], [0.02, -0.03, -0.04], [-0.02, 0.01, 0.02], [0.00, -0.01, 0.00], [-0.09, 0.04, 0.02], [0.02, 0.00, -0.12], [0.01, 0.00, 0.05], [0.05, -0.02, 0.03], [-0.01, 0.02, -0.01], [0.06, -0.18, -0.43], [-0.05, 0.07, 0.10], [-0.13, 0.22, 0.50], [0.10, -0.02, -0.01], [0.00, -0.03, -0.03], [0.05, 0.21, -0.06], [0.05, -0.15, 0.02], [0.07, -0.04, 0.00], [-0.01, 0.00, 0.02], [-0.03, -0.02, 0.00], [0.02, -0.07, 0.01], [-0.02, 0.00, -0.02], [0.04, 0.03, -0.01], [-0.01, 0.00, 0.00], [0.02, 0.04, 0.01], [-0.02, 0.05, 0.00], [0.01, -0.03, 0.00], [-0.03, 0.00, -0.01], [0.02, -0.01, 0.02], [-0.01, 0.00, 0.00], [0.05, 0.02, -0.05], [-0.03, 0.00, 0.02], [-0.01, 0.00, 0.00], [-0.01, -0.01, -0.01], [-0.01, 0.00, 0.02]],
  "mulliken_charge": [-0.36, -0.36, -0.87, 0.24, -0.73, 0.39, -0.29, -0.65, -0.16, 0.22, 0.31, 0.10, 0.30, 0.29, 0.34, -0.01, 0.04, 0.12, 0.18, -0.07, -0.18, -0.03, 0.01, 0.25, -0.43, -0.14, -0.06, 0.41, 0.22, 0.01, -0.10, -0.10, 0.33, -0.14, 0.38, -0.16, -0.18, 0.27, -0.30, -0.34, -0.05, -0.16, 0.26, 0.29, -0.27, -0.15, -0.12, 0.26, 0.28, -0.23, -0.15, -0.11, 0.32, 0.16, -0.02, -0.23, -0.21, 0.10, 0.29, -0.30, -0.10, -0.22, 0.32, 0.27, -0.23, -0.15, -0.13, 0.31, 0.22, 0.00, -0.14, -0.14, -0.02, 0.31, 0.29, -0.17, -0.16, -0.23, 0.28]
}